Formula: C4H8O2
Source: OMol25
Level of theory: ωB97M-V/def2-TZVPD

ORCA input file:
```
! wB97M-V def2-TZVPD RIJCOSX def2/J DEFGRID3
* xyz 0 1
C 2.02 -0.26 -0.57
O 1.08 -0.11 0.47
C -0.16 0.44 0.16
C -1.40 -0.73 -0.26
C -0.67 1.29 1.27
O -1.85 1.51 1.44
H 2.92 -0.70 -0.14
H 1.64 -0.95 -1.34
H 2.26 0.70 -1.03
H -0.54 0.51 -0.85
H -1.72 -0.88 -1.32
H -0.92 -1.63 0.09
H -2.27 -0.40 0.30
H 0.09 1.70 1.98
*
```

Results
Kohn-Sham gap, eV: 10.0414
Structure (SMILES): CO[C@@H](C)C=O
Energy relative to the best compared isomer or geometry (same formula, charge and spin), kJ/mol: 352.40
E_tot, a.u.: -307.578209